Entry 1:
Entry from the OMol25 dataset: a structure of composition C20H41Cl2CsN11OS5 (ωB97M-V/def2-TZVPD).

```
81
Properties=species:S:1:pos:R:3:forces:R:3
Cs 0.526096 0.590733 0.205014 0.07 -0.45 -0.02
Cl -0.225167 -0.857148 3.330652 -0.04 -0.03 0.06
Cl 1.562710 1.478034 3.499552 -0.03 -0.02 0.02
S 3.587761 -2.382656 2.134030 -0.05 -0.01 -0.03
S -0.238474 -2.080408 -1.980654 -0.05 -0.09 -0.14
S -3.331706 0.746362 -0.170772 0.14 0.00 -0.02
S -1.107217 1.134715 -2.900118 -0.05 -0.02 0.06
S -2.573677 -2.523616 0.567068 0.03 0.02 -0.02
O 2.179749 1.016651 -3.166778 -0.04 0.05 0.03
N 3.919826 -0.505167 0.246406 -0.11 0.16 0.21
N 4.534225 0.055378 2.388031 0.05 0.07 -0.05
N 4.193134 4.266454 -0.812237 0.01 0.03 -0.01
N 4.022549 2.136333 -1.058852 0.00 0.03 0.01
N -1.402147 4.798554 -0.243322 -0.02 -0.10 -0.01
N 2.037465 4.741768 0.076714 0.00 0.02 0.01
N 4.813068 3.157250 -1.210900 -0.01 -0.01 0.00
N -1.221797 3.553675 0.088361 -0.07 0.12 -0.02
N 2.839036 2.542137 -0.542629 -0.21 0.05 0.08
N 0.090381 3.323512 0.275618 0.10 0.38 0.01
N -0.219902 5.427226 -0.305687 0.05 0.05 -0.02
C 2.982257 3.855048 -0.416263 0.08 -0.08 -0.05
C -3.496781 1.804845 -1.625027 0.01 -0.02 0.02
C -1.238552 -1.639134 -3.425388 0.04 0.01 0.03
C -1.056884 -3.614713 -1.485663 0.00 0.06 0.00
C 3.364906 -1.364575 -0.787373 0.06 -0.07 -0.02
C -4.332900 -0.681632 -0.658417 0.06 0.07 0.08
C 1.293310 -0.205654 3.981668 0.02 0.00 0.08
C 0.664777 4.488252 0.012569 -0.17 0.00 -0.04
C 4.970750 1.413002 2.087280 0.03 0.00 -0.03
C 6.847763 2.932774 1.380592 0.05 -0.02 -0.03
C 6.316438 1.504796 1.371497 -0.03 -0.02 0.04
C -2.487961 -3.464527 -0.980582 0.02 -0.01 0.05
C -2.920415 1.252719 -2.925649 0.06 0.06 -0.05
C 5.687864 -1.718766 -1.810904 -0.02 0.00 -0.03
C 4.043741 -0.857703 1.527656 0.00 -0.11 0.00
C 8.100018 3.083208 0.527413 -0.02 0.00 0.01
C 4.378179 -2.355541 -1.352399 0.05 0.00 0.01
C -4.217930 -1.783251 0.390920 0.03 0.00 -0.05
C -0.821919 -0.284791 -3.986869 0.00 0.03 0.04
C 5.510223 -0.623798 -2.857995 0.01 -0.02 0.01
H -3.329082 0.266654 -3.148972 -0.01 0.00 0.00
H 4.586104 -3.104185 -0.585418 -0.01 -0.02 -0.01
H -4.937995 -2.577052 0.181923 -0.02 0.01 0.02
H 5.039326 1.927595 3.047725 -0.04 0.01 0.00
H -1.329271 -0.114210 -4.938376 0.01 -0.02 -0.01
H -1.040478 -4.313005 -2.325633 0.00 -0.02 0.01
H 7.030904 0.834826 1.862927 0.00 0.00 0.00
H 2.102392 -0.822962 3.597032 0.00 0.01 -0.01
H -2.979190 2.719056 -1.323800 -0.01 0.00 -0.02
H -4.015898 -1.051678 -1.634788 0.00 -0.03 0.00
H -2.293416 -1.623287 -3.146993 -0.01 0.01 -0.01
H 1.609375 1.795543 -3.150662 0.00 -0.01 0.01
H 6.212187 1.168409 0.336811 0.01 0.00 0.00
H -4.551383 2.044518 -1.779158 0.00 0.01 0.01
H 3.903555 -2.870415 -2.194732 -0.02 0.01 0.01
H -0.418286 -4.031779 -0.704731 0.00 -0.02 0.00
H 4.910104 -0.981270 -3.699029 -0.01 0.01 -0.01
H -4.450301 -1.382609 1.379035 -0.02 0.00 0.00
H 8.479344 4.105733 0.557538 0.02 0.00 0.00
H 2.258862 5.699680 -0.146057 0.01 0.00 0.01
H 0.254090 -0.265114 -4.170885 0.00 0.00 -0.02
H 4.197824 1.929319 1.511250 0.00 0.00 0.01
H 4.660339 -0.297049 3.320030 0.01 -0.02 0.00
H 2.989862 -0.708738 -1.574276 -0.01 0.00 0.01
H 8.895070 2.414218 0.868858 0.01 0.01 -0.01
H 7.871016 2.843780 -0.512221 0.00 0.00 0.00
H 6.327659 -2.510666 -2.211498 0.02 0.00 0.02
H 2.919544 1.291080 -2.595213 0.00 -0.01 -0.03
H -3.098399 -2.957862 -1.726838 -0.01 -0.01 -0.01
H 6.476922 -0.299642 -3.247393 -0.01 0.02 -0.01
H -5.380665 -0.380364 -0.739854 -0.01 -0.01 -0.02
H 5.017762 0.256486 -2.441712 0.03 -0.02 -0.02
H -1.100871 -2.405107 -4.193167 -0.02 0.00 -0.01
H 6.079669 3.607301 0.998750 -0.03 0.01 0.02
H 2.522963 -1.921635 -0.370669 -0.01 0.03 0.00
H 1.225405 -0.238485 5.062123 0.02 -0.01 0.00
H -3.206889 1.919994 -3.741243 -0.03 -0.01 0.00
H 6.211133 -1.311425 -0.940575 0.01 0.00 0.00
H -2.916457 -4.456673 -0.822151 0.00 -0.01 -0.02
H 7.058106 3.227824 2.415323 -0.01 0.02 -0.01
H 4.137868 0.451553 -0.044042 0.05 -0.05 -0.10
```
Forces are in eV/Å.

- LUMO level: 1.59 eV
- Electronic energy: -4395.84319 a.u.
- Kohn-Sham gap: 6.404 eV
- Highest occupied orbital energy: -4.82 eV
- Net charge: -1

***

Entry 2:
Entry from the OMol25 dataset: the molecule C5H11N (ωB97M-V/def2-TZVPD).

```
17
Properties=species:S:1:pos:R:3:forces:R:3
N -0.436350 0.681715 -0.811169 -0.14 0.39 -0.09
C 0.547539 0.901213 0.219528 0.15 -0.30 0.49
C 1.982633 0.953036 -0.273935 0.03 -0.07 0.09
C -1.099468 -0.982546 1.319126 -1.36 -0.14 -1.02
C -1.458430 -0.166388 -0.356633 0.33 -0.78 1.62
C -0.552319 -0.609608 -1.473269 0.16 -0.17 0.27
H -1.383640 -1.980243 1.032278 -0.71 -0.44 0.17
H 0.260114 1.817869 0.755425 0.18 -0.07 -0.18
H 2.649908 0.925798 0.591627 0.04 0.02 -0.12
H 2.219577 1.853949 -0.854721 -0.21 -0.16 0.15
H 0.064742 -1.460655 -1.180416 0.28 0.27 0.02
H -0.244342 -1.188365 2.046959 -0.31 0.79 -1.67
H -2.514390 0.143798 -0.432564 0.58 -0.44 0.25
H -1.824664 -0.499010 1.970152 -0.41 -0.23 -0.18
H -0.683810 -0.522662 -2.560224 -0.52 -0.17 0.59
H 2.210013 0.084810 -0.903297 -0.04 0.09 0.13
H 0.262886 0.047290 0.911133 1.94 1.40 -0.50
```
Forces are in eV/Å.

- LUMO level: 1.09 eV
- Electronic energy: -251.72136 a.u.
- Kohn-Sham gap: 10.160 eV
- SMILES string: CCN1C[C@H]1C
- Relative energy (zero: lowest compared OMol25 entry of this formula, charge and spin): 88.6 kcal per mole
- Highest occupied orbital energy: -9.07 eV

***

Entry 3:
Entry from the OMol25 dataset: a structure of composition C27H22NNaO2 (ωB97M-V/def2-TZVPD).

```
53
Properties=species:S:1:pos:R:3:forces:R:3
Na 3.012526 1.032585 1.400437 0.12 0.00 0.54
O -3.957680 -3.677311 -1.308617 -0.86 0.08 1.07
O -2.463861 -4.066600 -2.900856 1.00 -0.59 -0.77
N -2.692033 -1.027172 -1.697432 0.36 0.42 0.65
C -3.573641 0.853528 -0.179593 0.48 -0.18 -0.14
C -3.320911 -1.910526 -2.716685 -0.05 1.00 -0.54
C 1.628853 0.309186 3.917553 -0.14 0.04 -0.23
C 5.666045 -1.213178 0.869710 -0.52 -0.64 -0.20
C 0.068720 -0.945143 0.747944 0.21 0.29 0.41
C -0.845607 -0.567020 -0.205414 0.11 0.13 -0.46
C 0.540712 1.428669 1.557914 0.54 -0.47 0.91
C -4.866917 -0.287578 -1.846584 -0.01 -0.07 -0.05
C -4.710730 1.560683 0.170076 -0.35 0.12 -0.15
C -4.773954 -1.408361 -2.834360 -0.05 -0.03 -0.18
C 4.423051 -1.270217 0.244461 0.29 0.62 -0.59
C 6.467088 -0.083634 0.790586 0.35 1.11 -0.04
C 5.977279 1.099772 0.251000 -0.03 -0.52 -0.27
C 2.643836 0.231220 -1.086507 1.17 -0.71 0.10
C 1.571863 1.699028 3.759763 -0.36 0.45 -0.14
C -3.244753 -3.359268 -2.259808 0.09 -0.59 -0.15
C 4.700734 1.113539 -0.344436 -1.52 0.98 0.81
C 1.200380 -0.535666 2.907858 -0.48 0.45 -0.40
C -5.924038 1.343292 -0.464111 -0.01 0.22 0.26
C 3.981379 -0.142636 -0.492625 -1.31 1.57 -0.02
C 1.026642 2.273020 2.583764 -0.22 -1.26 0.02
C -6.004642 0.404082 -1.474801 0.43 -0.27 -0.15
C 3.723406 2.286560 -0.500054 0.72 -2.37 -2.94
C 0.613660 -0.016403 1.708666 -0.12 0.28 0.12
C 2.542042 1.606470 -1.154886 1.86 0.30 0.36
C -3.634918 -0.073526 -1.215206 -0.34 -0.74 -0.19
C -1.504150 -1.383357 -1.107723 -1.11 0.71 -0.26
H -6.948252 0.171836 -1.941197 -0.16 -0.02 -0.13
H 3.792627 -2.144360 0.303873 0.01 -0.21 0.04
H -1.055558 0.480423 -0.271327 -0.24 0.31 0.06
H 6.583858 1.995405 0.288136 -0.07 0.14 0.10
H 6.035158 -2.051963 1.435961 -0.03 -0.31 0.02
H -2.669011 0.997598 0.375927 0.07 0.17 0.17
H -4.651399 2.303753 0.946576 0.06 0.08 0.25
H 0.251228 -2.001961 0.883301 0.18 -0.08 0.15
H 1.203330 -1.612441 3.060957 0.08 0.16 -0.11
H -1.128643 -2.346767 -1.397575 -0.04 -0.46 0.02
H -5.483215 -2.206611 -2.580509 0.27 0.11 0.03
H -2.762229 -1.790431 -3.659218 -0.21 -0.06 0.34
H -5.014323 -1.056318 -3.843285 0.13 -0.05 0.04
H 0.977647 3.356726 2.487463 0.04 -0.27 -0.10
H 1.955545 -0.507388 -1.515380 0.16 0.45 0.43
H 1.790847 2.156104 -1.737515 0.10 -0.29 0.59
H -6.812510 1.872780 -0.146874 0.02 0.10 0.01
H 7.466845 -0.074655 1.226942 -0.24 -0.14 -0.03
H 1.885646 2.327248 4.592107 -0.02 -0.01 -0.29
H 0.226270 1.855392 0.607496 -0.09 -0.09 0.32
H 1.948395 -0.121448 4.863120 0.17 0.13 -0.17
H 4.137363 3.123043 -1.099013 -0.43 0.02 0.88
```
Forces are in eV/Å.

- LUMO level (spin up / spin down): 1.73 / 1.69 eV
- Electronic energy: -1409.61702 a.u.
- Kohn-Sham gap (spin up / spin down): 5.330 / 6.312 eV
- 2S+1: 2
- Relative energy (zero: lowest compared OMol25 entry of this formula, charge and spin): 11.2 kcal per mole
- Highest occupied orbital energy (spin up / spin down): -3.60 / -4.62 eV
- Net charge: -1